Entry P
# C2H4N2S2

2 unconnected molecules or ions with the total composition C2H4N2S2 (ωB97M-V/def2-TZVPD, OMol25).

```
! wB97M-V def2-TZVPD RIJCOSX def2/J DEFGRID3
* xyz 0 1
C -1.66 -0.67 -0.08
C 1.88 -0.40 0.03
N -2.26 1.61 -0.17
N -1.76 0.53 0.04
S -1.18 -2.16 -0.13
S 0.77 1.02 -0.13
H 2.74 -0.21 -0.75
H 1.52 -1.34 -0.41
H 2.45 -0.63 1.02
H -2.50 2.24 0.59
*
```

The calculation puts the HOMO-LUMO gap (spin up / spin down) at 7.0333 / 7.0043 eV. As for the HOMO energy (spin up / spin down): -8.8 / -8.6 eV.

Entry Q
# C2H4N2S2

C2H4N2S2 in the gas phase (ωB97M-V/def2-TZVPD, OMol25).

```
! wB97M-V def2-TZVPD RIJCOSX def2/J DEFGRID3
* xyz 0 1
C -0.56 -0.17 0.05
C 1.01 0.04 0.04
H -1.11 1.95 -0.34
H -2.28 0.74 -0.22
H -1.81 -1.56 -0.11
H 3.05 -0.59 0.62
N -1.34 1.00 -0.09
N -0.75 -1.45 0.18
S 1.88 -1.44 -0.14
S 1.91 1.48 0.02
*
```

The calculation puts the HOMO-LUMO gap at 7.6540 eV. As for the HOMO energy: -8.5 eV. The SMILES is [H]/N=C(\N)C(=S)S.

The least stable of them is entry P.